No. 1
This record from the OMol25 dataset describes a structure of composition C46H28N7Pd. The level of theory is ωB97M-V/def2-TZVPD.

```
82
Properties=species:S:1:pos:R:3:forces:R:3:mulliken_charge:R:1
Pd -0.084404 0.130960 -0.043594 -0.1 0.2 -1.0 1.23
C -7.353132 -2.053041 -1.356923 0.0 0.0 0.0 -0.38
C -6.329626 -2.228184 -2.279086 0.0 0.0 0.0 -0.85
C -5.032160 -1.851025 -1.961496 0.0 0.0 -0.1 -0.14
C -4.731552 -1.295325 -0.719488 0.1 0.1 0.1 -0.26
C -5.762705 -1.145400 0.205330 0.0 -0.1 0.1 -0.37
C -7.063509 -1.513987 -0.110823 0.0 0.0 0.0 -0.78
C -3.333188 -0.863140 -0.414224 -0.2 -0.2 -0.1 1.60
C -2.339856 -1.838214 -0.478714 -0.1 -0.3 0.0 -0.16
C -2.601895 -3.262914 -0.544533 -0.1 0.3 0.0 -1.12
C -1.407751 -3.882867 -0.505669 0.2 0.0 0.0 -1.53
C -0.397199 -2.848177 -0.451816 -0.2 -0.2 0.0 -0.05
N -1.001372 -1.629232 -0.417805 0.0 0.0 0.2 -0.20
C 0.972207 -3.079698 -0.479535 0.1 -0.3 0.0 2.45
C 1.934112 -2.078409 -0.486988 0.2 -0.1 -0.1 0.11
C 3.354160 -2.312043 -0.660073 -0.3 -0.1 0.0 -1.36
C 3.949151 -1.106300 -0.674901 -0.1 0.3 0.0 -1.41
C 2.902692 -0.119859 -0.489205 0.2 -0.2 -0.1 0.09
C 3.135295 1.239707 -0.318686 0.2 0.1 0.0 1.75
C 4.524861 1.732798 -0.571652 -0.1 0.0 0.1 -0.53
C 5.324993 2.215819 0.460247 0.1 -0.1 0.1 -0.16
C 6.619919 2.650325 0.210431 0.0 0.0 0.0 -0.81
C 7.133988 2.607526 -1.078368 0.0 0.0 0.0 -0.34
C 6.339211 2.140321 -2.116588 0.0 0.0 0.0 -0.83
C 5.045240 1.706448 -1.863069 0.0 0.0 0.0 0.01
C 2.171260 2.157295 0.076264 0.0 0.3 -0.1 0.12
N 0.836332 1.919512 0.178410 0.0 -0.1 0.2 -0.21
C 0.246259 3.073803 0.580565 0.2 0.2 0.0 0.24
C -1.119543 3.287465 0.723786 0.0 0.3 0.1 1.76
C -1.584205 4.660317 1.099593 0.0 -0.1 0.0 -0.47
C -2.310567 4.861615 2.272146 0.1 0.0 0.1 -0.13
C -2.774023 6.124673 2.614865 0.0 0.0 0.0 -0.77
C -2.523147 7.208983 1.785102 0.0 0.0 0.0 -0.39
C -1.798215 7.021177 0.615797 0.0 0.0 0.0 -0.79
C -1.333256 5.757374 0.277967 0.0 0.0 0.0 -0.27
C -2.096828 2.329210 0.478219 -0.3 0.1 -0.1 0.15
C -3.516190 2.616365 0.414440 0.2 0.1 0.1 -1.31
C -4.131864 1.478594 0.046102 0.0 -0.2 -0.1 -1.39
C -3.103439 0.466124 -0.089653 -0.1 0.3 -0.1 0.41
N -1.887765 1.028030 0.155124 0.1 -0.1 0.2 -0.03
C 1.262099 4.090736 0.770348 -0.2 0.0 0.0 -1.56
C 2.440374 3.537111 0.430674 0.1 -0.2 -0.1 -1.09
N 1.701170 -0.742850 -0.399753 0.0 0.0 0.3 -0.03
C 1.448778 -4.494048 -0.560021 0.0 0.0 0.0 -0.68
C 2.185404 -5.047978 0.485361 -0.1 0.0 0.0 0.13
C 2.627182 -6.362911 0.406601 0.0 0.0 -0.1 -0.79
C 2.353769 -7.131286 -0.717754 0.0 0.1 0.0 -0.39
C 1.621644 -6.582729 -1.763930 0.0 0.0 0.0 -0.77
C 1.168314 -5.273389 -1.681292 0.0 0.0 0.0 -0.25
H -8.367306 -2.339845 -1.605524 0.0 0.0 0.0 0.38
H -6.541244 -2.659629 -3.249606 0.0 0.0 0.0 0.37
H -4.234879 -1.978188 -2.683684 0.0 0.0 0.0 0.47
H -5.532288 -0.757229 1.190129 0.0 0.0 0.0 0.55
H -7.850195 -1.387017 0.622534 0.0 0.0 0.0 0.37
H -3.579630 -3.715096 -0.562317 0.0 0.0 0.0 0.49
H -1.214274 -4.942474 -0.496765 0.0 0.0 0.0 0.53
H 3.814262 -3.280419 -0.761710 0.0 0.0 0.0 0.50
H 5.001065 -0.887870 -0.757429 0.0 0.0 0.0 0.46
H 4.932558 2.224480 1.470120 0.0 0.0 0.0 0.55
H 7.231885 3.010536 1.027854 0.0 0.0 0.0 0.37
H 8.151667 2.923360 -1.270451 0.0 0.0 0.0 0.38
H 6.728450 2.109106 -3.126690 0.0 0.0 0.0 0.37
H 4.423149 1.339704 -2.670620 0.0 0.0 0.0 0.46
H -2.496152 4.015079 2.922516 0.0 0.0 0.0 0.50
H -3.331419 6.261369 3.533138 0.0 0.0 0.0 0.38
H -2.885026 8.194363 2.050611 0.0 0.0 0.0 0.38
H -1.600718 7.859794 -0.040276 0.0 0.0 0.0 0.37
H -0.773446 5.608912 -0.637562 0.0 0.0 0.0 0.49
H -3.969524 3.576863 0.596803 0.0 0.0 0.0 0.46
H -5.184494 1.332918 -0.130934 0.0 0.0 0.0 0.52
H 1.087182 5.093982 1.121360 0.0 0.0 0.0 0.52
H 3.410783 4.003996 0.437474 0.0 0.0 0.0 0.51
H 2.397858 -4.463188 1.376260 0.1 -0.1 -0.2 0.29
H 3.182649 -6.781545 1.236410 0.0 0.0 0.0 0.46
H 2.713022 -8.151155 -0.781836 0.0 0.0 0.0 0.37
H 1.404495 -7.172988 -2.646000 0.0 0.0 0.0 0.37
H 0.596083 -4.841738 -2.494510 0.0 0.0 0.0 0.46
N 0.181534 -0.446044 2.476855 -0.2 0.1 0.3 -0.48
C 0.536333 -1.487723 2.856266 0.8 -0.2 0.1 0.64
N 0.895434 -2.652168 3.316208 -0.7 -0.2 0.1 -0.78
C 2.084635 -3.172476 3.302971 0.2 0.3 0.0 0.60
N 3.106563 -3.736983 3.326652 -0.1 0.1 0.1 -0.75
```
Forces are in eV/Å.

Summary:
E_HOMO = -4.42 eV
charge = -1
frontier orbital gap = 5.8 eV

=====

No. 2
This record from the OMol25 dataset describes a structure of composition C46H31BrN4O11S2V. The level of theory is ωB97M-V/def2-TZVPD.

```
96
Properties=species:S:1:pos:R:3:forces:R:3:mulliken_charge:R:1
V 0.371357 -0.033819 -0.453408 0.3 1.0 -1.6 -0.12
C -1.798092 -1.235118 7.863497 0.0 0.0 0.0 -1.47
C -1.156648 -0.978272 6.526072 -0.1 0.0 0.0 1.07
C 0.123725 -0.441799 6.436338 0.0 0.1 0.0 -1.03
C 0.730640 -0.244253 5.202947 -0.1 -0.1 0.1 -0.32
C 0.045745 -0.614393 4.057562 -0.1 -0.1 0.1 0.43
C -1.250108 -1.109263 4.111329 -0.1 0.1 0.0 -0.63
C -1.840761 -1.284410 5.347519 0.0 0.0 0.1 -0.73
S 0.909580 -0.475696 2.526128 -0.3 -0.2 -0.1 0.03
O -0.201817 -0.397513 1.473500 0.4 0.1 0.5 -0.78
C 1.633313 -2.120706 2.421033 0.2 0.2 0.0 2.04
C 3.001286 -2.122123 2.790306 -0.1 0.1 0.0 -1.04
C 3.751874 -3.241244 2.632017 0.0 -0.1 0.0 -1.38
C 3.180985 -4.407930 2.060330 0.1 0.0 0.0 1.10
C 3.963205 -5.566015 1.819214 0.0 0.0 0.0 -0.97
C 3.404150 -6.682559 1.271585 -0.1 0.0 0.0 -0.79
C 2.029513 -6.694052 0.942794 0.1 0.0 0.0 -0.74
C 1.254757 -5.593564 1.163716 0.0 0.0 0.0 -0.87
C 1.811279 -4.411730 1.722279 -0.1 0.0 -0.1 1.32
C 1.015283 -3.231099 1.922551 -0.1 -0.3 -0.1 -1.05
C -0.466424 -3.399670 1.763587 0.0 0.0 0.1 -0.79
C -1.103518 -4.086692 2.856716 0.1 0.1 0.1 1.17
C -0.395392 -4.437642 4.042384 0.0 0.1 -0.1 -1.09
C -1.015191 -5.089345 5.065601 -0.1 0.0 0.0 -0.78
C -2.385447 -5.432105 4.977546 0.1 0.0 0.0 -0.81
C -3.096186 -5.092768 3.867218 0.0 0.1 -0.1 -0.90
C -2.475411 -4.409686 2.787156 -0.1 0.0 0.0 1.17
C -3.210946 -4.036327 1.639472 -0.1 0.0 0.0 -1.34
C -2.611011 -3.372927 0.615832 0.1 0.1 0.0 -0.88
C -1.230236 -3.065498 0.673711 -0.2 0.0 -0.2 1.06
S -0.696146 -2.151036 -0.815499 -0.9 -0.5 -0.1 2.17
O -1.935072 -1.922206 -1.594783 0.5 -0.2 0.2 -0.84
C 0.267970 -3.356495 -1.698424 0.0 -0.1 0.0 0.77
C 1.613038 -3.567443 -1.433849 0.0 0.0 0.0 -0.51
C 2.307804 -4.485293 -2.204793 0.0 0.0 0.0 -0.62
C 1.679192 -5.183728 -3.232662 0.0 0.0 0.0 0.72
C 2.438713 -6.187179 -4.058821 0.0 0.0 0.0 -1.56
C 0.330225 -4.938512 -3.479740 0.0 0.0 0.0 -0.98
C -0.383756 -4.022119 -2.724117 0.1 -0.1 0.0 -0.81
H -1.277106 -0.710644 8.663442 0.0 0.0 0.0 0.37
H -1.777375 -2.302506 8.094804 0.0 0.0 0.0 0.27
H -2.842198 -0.920776 7.868670 0.0 0.0 0.0 0.37
H 0.648000 -0.156304 7.340230 0.0 0.0 0.0 0.36
H 1.718211 0.197797 5.137335 0.0 0.0 0.0 0.51
H -1.792405 -1.314856 3.197682 0.0 0.0 0.0 0.51
H -2.853885 -1.667706 5.400425 0.0 0.0 0.0 0.41
H 3.445419 -1.213397 3.182010 0.0 0.0 0.0 0.45
H 4.797383 -3.248424 2.916397 0.0 0.0 0.0 0.43
H 5.015476 -5.542946 2.076223 0.0 0.0 0.0 0.47
H 4.010161 -7.560262 1.085559 0.0 0.0 0.0 0.42
H 1.588149 -7.580689 0.504747 0.0 0.0 0.0 0.47
H 0.207215 -5.613628 0.891922 0.0 0.0 0.0 0.37
H 0.646413 -4.164887 4.145830 0.0 0.0 0.0 0.27
H -0.454574 -5.339744 5.957511 0.0 0.0 0.0 0.48
H -2.863939 -5.959843 5.792495 0.0 0.0 0.0 0.41
H -4.148671 -5.337541 3.786721 0.0 0.0 0.0 0.47
H -4.268078 -4.270823 1.590880 0.0 0.0 0.0 0.38
H -3.170588 -3.052322 -0.251361 0.0 0.0 0.0 0.66
H 2.120039 -3.010220 -0.659956 0.0 0.0 0.0 0.23
H 3.361720 -4.650847 -2.009569 0.0 0.0 0.0 0.53
H 3.509044 -5.983693 -4.039371 0.0 0.0 0.0 0.39
H 2.105215 -6.176594 -5.096741 0.0 0.0 0.0 0.41
H 2.284810 -7.198610 -3.674495 0.0 0.0 0.0 0.28
H -0.167287 -5.459187 -4.290401 0.0 0.0 0.0 0.41
H -1.422471 -3.801971 -2.932496 0.0 0.0 0.0 0.65
O -1.200206 3.495833 -6.314906 0.0 -0.1 -0.1 -0.63
N -2.043730 3.654571 -5.456083 0.3 0.3 0.3 1.04
O -3.013407 4.375562 -5.562764 -0.2 -0.1 0.0 -0.62
C -1.832007 2.971744 -4.168809 -0.1 0.0 -0.3 -0.52
C -2.820304 3.023532 -3.215892 -0.1 0.1 0.1 -0.37
C -2.646514 2.354881 -2.018605 -0.4 0.2 0.1 -1.10
C -1.490160 1.607925 -1.760809 0.4 -0.4 0.7 1.22
O -1.244318 0.918123 -0.670399 -0.5 0.4 -0.4 0.07
C -0.499082 1.649317 -2.759831 0.2 -0.5 0.1 0.04
C -0.643684 2.295346 -3.955183 0.2 0.1 0.0 -0.57
N 0.738180 0.977844 -2.415894 0.2 -0.8 1.2 0.89
O 1.831561 1.558249 -2.668564 -0.3 -0.5 0.0 -0.69
O 0.671840 -0.389667 -2.356416 -0.3 1.1 0.1 -0.76
N -3.737659 2.478489 -1.030564 -0.1 -0.5 -0.4 1.07
O -3.715421 1.757068 -0.060279 0.1 0.1 0.2 -0.56
O -4.636826 3.255365 -1.293482 0.1 0.2 0.1 -0.67
H -3.725102 3.585391 -3.389615 0.0 0.0 0.0 0.64
H 0.149540 2.302291 -4.688345 0.0 0.0 0.0 0.61
Br 6.330260 -1.686304 -3.441492 0.0 0.0 0.0 -0.18
C 5.645979 -0.415140 -2.223361 0.1 0.0 0.0 -0.28
C 6.413651 0.687384 -1.872563 0.0 0.1 0.1 -0.13
N 5.989554 1.619443 -1.023224 -0.1 -0.1 0.0 -0.67
C 4.769709 1.473503 -0.506200 0.2 0.2 -0.1 -0.12
C 3.951679 0.396527 -0.796893 0.0 0.1 0.3 0.10
C 4.393943 -0.578104 -1.677314 -0.1 -0.1 0.0 -0.27
C 2.626337 0.269267 -0.156468 0.5 -0.4 0.4 0.84
O 1.924557 1.248689 0.203836 0.0 -0.1 -0.4 -0.52
O 2.139359 -0.914906 0.018199 0.4 0.5 -0.3 0.50
H 7.401319 0.821703 -2.297071 0.0 0.0 0.0 0.39
H 4.426152 2.249500 0.168096 0.0 0.0 0.0 0.53
H 3.760354 -1.414270 -1.941942 0.0 0.0 0.0 0.56
```
Forces are in eV/Å.

Summary:
E_HOMO (spin up / spin down) = -7.66 / -7.48 eV
2S+1 = 2
frontier orbital gap (spin up / spin down) = 7.0 / 6.9 eV

=====

Number 1: DFT total energy -62070.5348 eV. Number 2: DFT total energy -194081.9146 eV.